Entry 1:
{"formula": "C12H16N6O3", "method": "ωB97M-V/def2-TZVPD", "smiles": "N[C@@H](Cc1c[nH]cn1)C(=O)N[C@@H](Cc1c[nH]cn1)C(=O)O", "e_tot_ev": -27784.3707, "charge": 0, "homo_energy_ev": -8.4, "gap_ha": 0.3358, "symbols": ["C", "C", "C", "C", "C", "C", "C", "C", "C", "C", "C", "C", "H", "H", "H", "H", "H", "H", "H", "H", "H", "H", "H", "H", "H", "H", "H", "H", "N", "N", "N", "N", "N", "N", "O", "O", "O"], "positions_angstrom": [[0.273277, -1.655341, 1.208905], [0.489513, -0.271481, 0.484086], [1.465757, -2.557857, 1.278655], [1.356627, -3.646378, 2.330679], [2.363289, -4.055826, 3.179204], [0.616192, -5.461720, 3.144035], [-0.745523, 1.416775, -0.963600], [-0.330555, 0.806102, -2.250332], [-0.094242, 2.651429, -0.336126], [-0.773744, 3.775441, -1.153996], [-0.258676, 4.872934, -1.897650], [-2.426961, 5.000896, -1.962601], [-0.678673, -2.107222, -0.405955], [-1.067126, -3.301098, 0.822289], [0.027721, -1.467716, 2.239397], [1.628175, -2.991161, 0.352059], [2.337995, -2.046238, 1.394829], [3.268665, -3.429385, 3.393240], [-0.157007, -6.127236, 3.688304], [2.282945, -5.681310, 4.561973], [-1.534614, -0.423298, 0.063355], [-1.870837, 1.554135, -1.227052], [1.008006, 2.674247, -0.402478], [-0.446416, 2.563314, 0.795479], [0.761244, 5.158232, -2.030750], [-3.371250, 5.295734, -2.515870], [-1.085519, 6.572494, -2.490961], [-0.204078, 1.389014, -4.258343], [-0.904295, -2.298764, 0.656686], [0.240693, -4.510150, 2.381068], [1.911481, -5.342315, 3.682373], [-0.729231, 0.250579, 0.013893], [-2.103249, 3.944654, -1.212832], [-1.284520, 5.535115, -2.471996], [1.538389, 0.343878, 0.125824], [-0.311469, -0.373701, -2.289825], [-0.280057, 1.787798, -3.297429]], "atomic_forces_ev_per_a": [[0.1, 0.4, 1.1], [-0.2, 2.0, -2.8], [-1.5, -0.9, 1.3], [0.5, -0.1, -0.3], [-1.2, -0.4, -0.6], [-0.7, -1.9, 3.8], [-1.4, -2.1, 2.0], [-0.1, 2.1, -1.3], [-1.9, 0.5, 0.1], [1.6, 3.4, -0.2], [1.1, -2.9, 1.5], [-0.4, -1.1, -0.6], [-1.3, -1.5, 2.2], [0.8, 0.7, 0.2], [-0.1, 0.7, 0.7], [0.0, -1.3, -2.1], [2.5, 1.8, 0.9], [-0.8, -1.5, 0.0], [1.7, 0.6, -1.4], [-0.5, -0.4, -0.4], [1.1, 1.3, -0.1], [1.7, 0.4, 1.0], [-0.8, -0.1, 0.0], [0.8, 0.8, -2.4], [0.3, 0.2, -0.2], [0.9, -0.7, 1.6], [-0.9, -1.6, -0.8], [-0.1, 0.6, 3.0], [0.0, 1.1, -4.1], [1.3, 1.0, -0.9], [0.0, 2.9, -1.0], [0.2, -0.3, 1.0], [-2.9, -0.2, -0.6], [1.2, 2.7, 0.8], [-2.0, -2.4, 2.0], [0.7, -1.1, -2.5], [0.4, -2.7, -1.0]]}

Entry 2:
{"formula": "C12H16O3", "method": "ωB97M-V/def2-TZVPD", "e_tot_ev": -18840.7018, "charge": 0, "homo_energy_ev": [-7.0, -7.9], "gap_ha": [0.2274, 0.2729], "symbols": ["C", "C", "C", "C", "C", "C", "C", "C", "C", "C", "C", "C", "O", "O", "O", "H", "H", "H", "H", "H", "H", "H", "H", "H", "H", "H", "H", "H", "H", "H", "H"], "positions_angstrom": [[-1.543287, -0.870122, 0.422462], [-1.412972, 0.492198, 0.230385], [-0.510272, -1.633807, -0.241945], [2.807809, -0.370042, 0.931327], [1.648456, 1.265703, -0.759416], [0.251015, 2.043566, -0.864876], [1.505214, 0.040996, 0.243314], [-0.776861, 1.000489, -0.892032], [0.809957, -1.172036, -0.428763], [-2.513598, -1.192127, 1.459791], [-1.936190, 1.472603, 1.266044], [1.757832, -1.891449, -1.363940], [-0.790508, -2.755309, -0.637809], [3.840664, 0.256453, 1.032789], [-1.216228, 0.575206, -2.075061], [2.669836, -1.272120, 1.495293], [1.874727, 0.784059, -1.782517], [2.438092, 1.888184, -0.371844], [0.218125, 2.655155, 0.022979], [0.362580, 2.637730, -1.855391], [0.655387, 0.453160, 0.896774], [-2.619424, -2.141741, 1.897987], [-3.583234, -0.848247, 1.214330], [-2.449994, -0.462855, 2.346500], [-3.031419, 1.486418, 1.295234], [-1.626409, 2.503193, 0.845113], [-1.405309, 1.503953, 2.251360], [2.435546, -2.322429, -0.535637], [2.534821, -1.244174, -1.923152], [1.320866, -2.652284, -1.948922], [-1.715234, -0.230319, -2.170363]], "atomic_forces_ev_per_a": [[0.7, 2.9, 0.4], [-0.5, -0.2, 2.1], [-0.7, -0.9, 0.3], [-0.4, 1.5, 0.6], [-0.6, -2.2, -0.8], [2.3, 0.0, -2.2], [-2.1, 1.1, -1.0], [-0.8, -1.0, -0.7], [1.9, 2.8, -0.9], [-2.8, 1.8, 1.8], [1.4, 2.9, -1.1], [2.2, 1.1, 2.5], [-0.5, -2.2, -1.0], [-0.9, -0.3, -0.7], [1.4, 1.4, -2.0], [0.1, -1.2, 0.4], [0.0, 1.2, 1.4], [0.4, 0.4, -0.4], [-0.4, 0.4, 0.0], [-0.7, -0.7, 1.8], [1.9, -0.9, 0.4], [0.3, -1.5, 0.0], [1.2, -0.8, -0.4], [0.7, -1.2, -1.0], [0.3, -0.1, 0.4], [-0.9, -1.3, 0.7], [-0.8, -0.7, -0.5], [-0.5, -0.4, -1.5], [-1.7, -0.7, 0.7], [-0.4, -0.8, -0.6], [-0.4, -0.6, 0.9]]}

Entry 3:
{"formula": "C12H16P", "method": "ωB97M-V/def2-TZVPD", "e_tot_ev": -21977.8162, "charge": 1, "homo_energy_ev": [-11.7, -13.2], "gap_ha": [0.1594, 0.3095], "symbols": ["C", "C", "C", "C", "C", "C", "C", "C", "C", "C", "C", "C", "P", "H", "H", "H", "H", "H", "H", "H", "H", "H", "H", "H", "H", "H", "H", "H", "H"], "positions_angstrom": [[4.337415, -1.104199, -1.771455], [3.791568, -0.705900, -2.941275], [3.768912, -0.633829, -0.560554], [2.746694, 0.216985, -3.093035], [2.667731, 0.278668, -0.678301], [2.238195, 0.574747, -1.915773], [-1.521425, 1.397710, -2.007569], [-0.310268, 1.483125, -1.514883], [-2.448544, -1.731928, 3.196360], [-1.898655, -0.402182, 2.585834], [-3.004802, 0.298355, 1.718514], [-2.569475, 1.314186, 0.741186], [-1.476477, 0.423601, -0.495238], [5.131179, -1.801395, -1.756146], [4.130174, -1.229704, -3.755257], [4.060011, -0.944961, 0.387336], [2.440094, 0.399056, -4.030825], [2.487835, 0.909320, 0.174922], [-2.044220, 1.858601, -2.779596], [0.589182, 1.915267, -1.914960], [-1.743879, -2.212015, 3.915617], [-2.704156, -2.328912, 2.273367], [-3.460437, -1.731312, 3.669843], [-1.116989, -0.667551, 1.940966], [-1.642310, 0.340386, 3.256533], [-3.637803, -0.558988, 1.320614], [-3.566974, 0.731615, 2.510724], [-1.787706, 1.985767, 1.194208], [-3.454868, 1.925486, 0.328842]], "atomic_forces_ev_per_a": [[-1.3, 0.6, 2.8], [-0.4, 0.7, 0.3], [-1.3, 0.8, -3.0], [1.1, -1.4, 1.9], [1.6, -0.3, 1.1], [0.1, -0.1, 0.5], [0.0, -1.4, 1.5], [0.2, -0.6, 0.4], [-0.6, -0.1, -0.8], [-2.9, -1.1, -1.0], [-0.5, -3.1, 1.4], [0.5, 1.6, -0.2], [0.2, 1.4, -2.1], [0.7, -0.6, 0.0], [0.7, -0.7, -2.4], [0.8, -0.3, 1.5], [-1.4, 0.9, -3.0], [-0.7, -0.2, 0.4], [-1.0, 0.4, -1.2], [0.2, 0.6, 0.7], [-0.5, 0.2, -0.9], [0.9, -0.1, 1.1], [0.8, 0.8, 0.0], [1.7, -0.4, -0.7], [1.2, 1.1, 1.7], [0.5, 1.3, -0.1], [-1.1, 0.8, 0.2], [-0.9, -0.2, -0.2], [1.7, -1.0, 0.2]]}